The following is a DFT calculation (ωB97M-V with the def2-TZVPD basis set) of C3H4IN in the gas phase.

XYZ file:
```
9
Properties=species:S:1:pos:R:3:nbo_charge:R:1
C 0.43672 1.53096 -0.06043 0.2080
C -0.72452 -0.61187 0.35336 -0.6412
C 0.41119 0.16091 -0.20277 -0.4084
N 0.33962 2.66317 0.11988 -0.2612
I 2.39176 -0.76228 0.03264 0.1238
H -1.68425 -0.37096 -0.16824 0.2329
H -0.56220 -1.66437 0.04141 0.2265
H -0.99410 -0.72348 1.36467 0.2352
H 0.38576 -0.22207 -1.48052 0.2843
```

The total energy is -469.0996 a.u. Its net charge is 0. As for the SMILES: C[C@H](I)C#N. As for the HOMO energy: -9.88 eV. The value obtained for the energy relative to the best compared isomer or geometry (same formula, charge and spin) is 0.670 eV. For the LUMO energy, the calculation gives -0.38 eV. The gap between HOMO and LUMO comes out at 9.508 eV. Its maximum force is 6.38 eV/Å.



The following is a DFT calculation (ωB97M-V with the def2-TZVPD basis set) of a molecular structure, C24H43AlB3BeBrF2I2MgO15S.

XYZ file:
```
94
Properties=species:S:1:pos:R:3:lowdin_charge:R:1
C -4.19261 2.34066 0.82287 -0.0730
C -4.86251 2.31769 2.17733 -0.3128
O -4.08210 1.87706 3.25905 -0.1318
C -2.74769 2.29067 3.24567 -0.2010
C -2.16333 2.00251 4.63603 -0.2312
O -2.67216 0.80322 5.12277 -0.0918
C -2.20312 -0.39485 4.53472 -0.1885
C -3.31807 -1.19648 3.89716 -0.1604
O -2.82843 -2.51824 3.71693 -0.1054
C -2.73968 -2.95849 2.37297 -0.0645
B -1.54247 -2.28342 1.60576 -0.4431
O -1.72772 -1.06072 0.85264 0.2446
B -1.50101 -1.36992 -0.42917 -1.0813
I -2.55219 -0.36993 -2.05427 1.0594
O -0.60276 -2.30302 -0.73709 0.2028
B 0.29788 -2.36381 0.36899 -0.5148
C 1.76694 -1.90833 0.30013 -0.0811
C 2.07797 -0.86047 -0.76483 -0.2643
C 1.83359 -1.25128 -2.21889 -0.6092
I 2.40996 -3.23839 -2.72698 0.9086
O -0.29606 -2.80193 1.53651 0.3726
H -3.40365 3.06993 0.72347 0.0778
H -4.96336 2.53516 0.08874 0.0794
H -3.82531 1.34083 0.61801 0.0499
H -5.68730 1.62009 2.10863 0.1270
H -5.33930 3.30566 2.39327 -0.1165
H -2.14501 1.73882 2.52199 0.1170
H -2.63259 3.34721 3.01568 0.1329
H -2.51521 2.75606 5.32835 0.1344
H -1.02069 2.02888 4.55356 -0.0521
H -1.43142 -0.24431 3.78914 0.0806
H -1.79373 -1.00244 5.33043 0.1370
H -3.68295 -0.74584 2.98090 0.1201
H -4.16870 -1.26899 4.56383 0.1410
H -3.68275 -2.84801 1.83431 0.1301
H -2.52913 -4.01943 2.41441 0.1336
H 2.00366 -1.48361 1.26824 0.0886
H 2.39187 -2.79186 0.21209 0.1015
H 1.53131 0.05432 -0.56133 0.1251
H 3.12935 -0.63101 -0.67778 0.0891
H 2.40179 -0.57819 -2.83977 0.0368
H 0.79949 -1.12009 -2.48584 0.0067
Be -6.08551 4.98010 2.98357 0.4341
Br 0.86731 1.18266 4.58137 0.4792
C 6.04631 -2.50711 -1.68051 -0.2483
O 5.39689 -1.45732 -1.28147 0.0439
H 7.14389 -2.48415 -1.52969 0.1256
H 5.70035 -3.48376 -1.27280 0.1043
H 5.98548 -2.72091 -2.79910 0.1331
Mg -2.59531 -2.33393 -3.99929 0.8779
F -5.83786 -1.18387 -3.54377 -0.0297
C -6.36861 -0.29226 -4.43969 -0.2942
C -6.64790 0.98655 -4.01361 -0.0231
C -7.17915 1.88732 -4.92483 -0.0635
C -7.42745 1.49282 -6.23159 -0.0700
C -7.14080 0.19645 -6.63308 -0.0636
C -6.60093 -0.70904 -5.73129 -0.0270
H -6.45548 1.27003 -2.98689 0.1139
H -7.40096 2.89787 -4.61251 0.1135
H -7.84615 2.19639 -6.93681 0.1130
H -7.33936 -0.11342 -7.64914 0.1148
H -6.36687 -1.72449 -6.02554 0.1148
C 5.23436 -2.04577 5.27149 -0.1086
C 4.32640 -3.25423 5.16943 -0.1144
O 2.98389 -2.68857 5.21973 -0.1601
S 3.02404 -1.28431 4.50721 0.5669
O 2.51846 -1.37681 3.20353 -0.2016
O 2.40976 -0.29451 5.41863 -0.6584
O 4.54902 -1.03492 4.49712 -0.2142
H 5.32024 -1.69076 6.29884 0.1396
H 6.22434 -2.21610 4.86244 0.1488
H 4.46911 -3.95864 5.98174 0.1428
H 4.43820 -3.76684 4.21491 0.1398
C 6.26913 -4.41410 -4.84585 -0.8788
O 5.30126 -4.98693 -5.31885 0.2689
O 7.03181 -3.64659 -5.47624 0.3408
O 6.63423 -4.47674 -3.64009 0.2565
F 5.48501 -0.22809 2.57810 -0.3974
Al 2.40328 2.11182 6.72217 0.7958
C 4.68666 2.15188 -2.84588 -0.0678
C 3.64004 2.64235 -3.83065 -0.2751
O 2.34076 2.76180 -3.26566 -0.1780
C 2.22269 3.68198 -2.19470 -0.2913
C 2.56038 5.11405 -2.57056 -0.0741
H 4.34717 1.23125 -2.36555 0.0607
H 5.62969 1.95820 -3.35536 0.0831
H 4.87990 2.88191 -2.05925 0.0741
H 3.54001 1.92144 -4.64225 0.1151
H 3.94889 3.58570 -4.29088 0.1113
H 2.82618 3.35451 -1.33969 0.1078
H 1.17861 3.62926 -1.87967 0.1102
H 3.61793 5.23192 -2.80725 0.0711
H 2.33093 5.78544 -1.74344 0.0795
H 1.98892 5.42475 -3.44540 0.0845
```

The total energy is -6366.9718 a.u. Its net charge is +2. As for the HOMO energy: -11.12 eV. For the LUMO energy, the calculation gives -9.59 eV. The gap between HOMO and LUMO comes out at 1.524 eV. Its maximum force is 2.76 eV/Å.



The following is a DFT calculation (ωB97M-V with the def2-TZVPD basis set) of a molecular structure, C29H35FIrN6O3Se.

XYZ file:
```
76
Properties=species:S:1:pos:R:3:mulliken_spin:R:1
Ir 0.44762 -0.04066 -0.29631 0.4129
F 0.06009 -0.97441 -6.89310 0.0001
C 0.08668 -1.91882 -5.93371 0.0090
C -0.06789 -1.52552 -4.64006 0.0026
C -0.07935 -2.47716 -3.61380 -0.0201
C -0.26621 -2.06922 -2.23971 -0.0075
O -0.52526 -0.84924 -1.97649 0.0454
C -0.20584 -3.07808 -1.25316 0.0062
C -0.03959 -4.37993 -1.64818 0.0035
N 0.07517 -4.77427 -2.92342 0.0007
C 0.15386 -6.19386 -3.22794 -0.0001
C -1.00139 -6.82907 -3.94711 0.0000
C -0.75456 -7.13361 -2.50089 -0.0001
C 0.08554 -3.82864 -3.94135 0.0003
C 0.27208 -4.20665 -5.27630 0.0003
C 0.25571 -3.27252 -6.29933 -0.0019
N 0.43311 -3.70079 -7.63041 0.0003
C 0.66970 -2.74890 -8.71890 0.0001
C 0.99619 -3.53591 -9.99300 0.0001
N 1.65031 -4.82615 -9.59247 0.0000
C 0.64712 -5.73877 -8.92590 -0.0001
C -0.30280 -4.86835 -8.09977 0.0003
C -0.40101 -2.83895 0.21754 0.0104
O -0.63116 -3.77938 0.94557 -0.0026
O -0.31915 -1.61178 0.67041 -0.0153
H -0.20358 -0.47891 -4.40287 -0.0031
H -0.00848 -5.15520 -0.89475 0.0000
H 1.15853 -6.52795 -3.45510 0.0001
H -0.78565 -7.59228 -4.68211 0.0000
H -1.84577 -6.19253 -4.17670 0.0000
H -0.35053 -8.09997 -2.23805 0.0000
H -1.44653 -6.72408 -1.77846 0.0000
H 0.44600 -5.24662 -5.50633 0.0004
H 1.51112 -2.11157 -8.45326 0.0000
H -0.18597 -2.10457 -8.93271 -0.0001
H 1.66736 -2.98196 -10.64435 0.0000
H 0.10821 -3.80689 -10.56027 0.0000
H 2.38816 -4.61483 -8.91818 0.0000
H 2.08600 -5.28817 -10.39081 0.0000
H 1.21336 -6.43572 -8.31159 0.0000
H 0.12646 -6.29114 -9.70572 0.0000
H -0.69126 -5.45014 -7.27010 -0.0001
H -1.16573 -4.56107 -8.70109 0.0001
C -2.14595 2.81022 2.20978 0.0018
N -2.12373 1.41022 2.60973 0.0098
C -1.09328 0.55994 2.50792 -0.0071
Se 0.67427 0.97051 1.93344 -0.0220
N -1.47967 -0.62713 2.98093 -0.0001
C -2.80028 -0.57009 3.39122 -0.0015
C -3.64887 -1.51979 3.94854 -0.0001
C -4.92479 -1.09393 4.25495 -0.0002
C -5.34363 0.22522 4.01455 0.0000
C -4.49902 1.16691 3.46357 0.0002
C -3.21179 0.73719 3.15916 0.0034
H -1.15936 3.08188 1.84835 -0.0012
H -2.40593 3.42672 3.06808 0.0000
H -2.88238 2.94913 1.42025 -0.0001
H -0.88350 -1.44139 2.92829 -0.0001
H -3.32211 -2.53200 4.14137 0.0000
H -5.62240 -1.79172 4.69697 0.0000
H -6.35437 0.50892 4.27305 0.0000
H -4.82196 2.18299 3.28471 0.0000
C 4.04169 0.81256 -1.93451 0.0409
C 3.08986 1.46721 -0.93040 -0.0222
C 2.75007 2.89937 -1.34214 0.0115
C 3.71613 1.44077 0.45985 0.0249
N 1.83247 0.71738 -0.97499 0.5253
H 4.98393 1.36029 -1.95556 0.0001
H 3.61331 0.82194 -2.93744 -0.0025
H 4.24605 -0.22063 -1.65288 -0.0012
H 3.67205 3.47775 -1.40604 0.0022
H 2.09083 3.36345 -0.60863 -0.0014
H 2.25559 2.92162 -2.31314 -0.0016
H 4.64894 2.00356 0.43346 0.0014
H 3.93174 0.42126 0.78062 -0.0024
H 3.07018 1.91311 1.19758 0.0003
```

As for the spin multiplicity: 2. The total energy is -4285.4470 a.u. Its net charge is +2. Its expectation value of S² is 0.768. As for the HOMO energy (alpha / beta): -12.28 / -12.34 eV. The value obtained for the energy relative to the best compared isomer or geometry (same formula, charge and spin) is 0.413 eV. For the LUMO energy (alpha / beta), the calculation gives -5.14 / -5.19 eV. The gap between HOMO and LUMO (alpha / beta) comes out at 7.139 / 7.149 eV. Its maximum force is 0.93 eV/Å.



The following is a DFT calculation (ωB97M-V with the def2-TZVPD basis set) of C6H14O in the gas phase.

XYZ file:
```
21
Properties=species:S:1:pos:R:3:nbo_charge:R:1
C -3.01660 -0.79433 -0.75434 -0.6006
C -2.30688 -0.20565 0.46268 -0.3932
C -1.08086 0.63836 0.06339 -0.4018
C 0.19538 0.32002 0.85420 -0.4122
C 1.42792 0.43051 -0.02243 -0.0496
O 2.54859 -0.00424 0.70519 -0.5370
C 3.68324 -0.12842 -0.10753 -0.2455
H -3.88390 -1.39892 -0.47021 0.2084
H -2.33220 -1.43643 -1.32242 0.1993
H -3.35798 -0.00324 -1.43177 0.2010
H -3.00819 0.39948 1.04847 0.1992
H -1.99300 -1.02540 1.12147 0.1950
H -0.87845 0.46852 -1.00485 0.1916
H -1.31504 1.70665 0.14871 0.2055
H 0.16638 -0.70582 1.24166 0.2030
H 0.30556 0.97660 1.72452 0.2075
H 1.29147 -0.20152 -0.91882 0.1536
H 1.56982 1.46651 -0.38002 0.1588
H 3.51123 -0.84475 -0.92781 0.1616
H 4.49866 -0.49517 0.51982 0.1930
H 3.97487 0.83724 -0.54989 0.1624
```

The total energy is -312.2211 a.u. Its net charge is 0. As for the SMILES: CCCCCOC. As for the HOMO energy: -9.82 eV. The value obtained for the energy relative to the best compared isomer or geometry (same formula, charge and spin) is 0.925 eV. For the LUMO energy, the calculation gives 1.13 eV. The gap between HOMO and LUMO comes out at 10.947 eV. Its maximum force is 0.34 eV/Å.



The following is a DFT calculation (ωB97M-V with the def2-TZVPD basis set) of C3H4F2O in the gas phase.

XYZ file:
```
10
Properties=species:S:1:pos:R:3:mulliken_spin:R:1
C -1.39131 0.80150 0.46375 1.0888
C -0.76196 -0.28111 0.00233 0.7151
C 0.76254 -0.39699 0.00956 0.0968
O 1.14133 -0.22851 -1.29983 0.0158
F 1.24644 -1.50261 0.58340 0.0124
F 1.37948 0.72187 0.72047 0.0053
H -2.43611 1.03037 0.44311 0.0209
H -0.62285 1.43948 0.88539 0.0175
H -1.35200 -1.21715 -0.24618 0.0166
H 2.03444 -0.36684 -1.56200 0.0109
```

As for the spin multiplicity: 3. The total energy is -391.4901 a.u. Its net charge is 0. Its expectation value of S² is 2.005. As for the HOMO energy (alpha / beta): -6.13 / -12.35 eV. The value obtained for the energy relative to the best compared isomer or geometry (same formula, charge and spin) is 0.657 eV. For the LUMO energy (alpha / beta), the calculation gives 0.87 / -2.64 eV. The gap between HOMO and LUMO (alpha / beta) comes out at 7.006 / 9.713 eV. Its maximum force is 10.30 eV/Å.



The following is a DFT calculation (ωB97M-V with the def2-TZVPD basis set) of a gas-phase ion, C4H12N3 (charge +1).

XYZ file:
```
19
Properties=species:S:1:pos:R:3:nbo_charge:R:1
C -1.48951 0.67710 -0.04593 -0.2012
C -1.06802 -0.73728 -0.45649 -0.4901
C 0.41631 -0.81231 -0.17001 0.3033
C 1.19115 -0.27024 -1.15284 -0.2241
N 2.28149 0.65659 -0.59781 -0.6920
N 0.88831 -1.36822 1.03640 -0.8457
N -1.79209 0.75118 1.36706 -0.8644
H -2.38645 1.01212 -0.62371 0.1991
H -0.69110 1.45636 -0.34284 0.1727
H -1.25601 -0.87923 -1.50606 0.2555
H -1.58373 -1.31694 0.30172 0.2306
H 1.08497 -0.26460 -2.22082 0.2450
H 2.60566 1.21670 -1.38825 0.4458
H 1.99641 1.29712 0.14731 0.4410
H 2.99179 0.04213 -0.22217 0.4493
H 0.08895 -1.29900 1.65764 0.4038
H 1.25272 -2.31591 0.97470 0.4222
H -1.77736 1.69163 1.74149 0.3791
H -2.75351 0.46279 1.50063 0.3702
```

The total energy is -323.5607 a.u. Its net charge is +1. As for the SMILES: NCC/C(N)=C/[NH3+]. As for the HOMO energy: -12.96 eV. The value obtained for the energy relative to the best compared isomer or geometry (same formula, charge and spin) is 3.199 eV. For the LUMO energy, the calculation gives -3.71 eV. The gap between HOMO and LUMO comes out at 9.250 eV. Its maximum force is 2.89 eV/Å.



The following is a DFT calculation (ωB97M-V with the def2-TZVPD basis set) of 2 unconnected molecules or ions with the total composition C5H14.

XYZ file:
```
19
Properties=species:S:1:pos:R:3:nbo_charge:R:1
C -0.10973 0.32582 -1.91201 -0.6118
C 0.46347 -0.19812 -3.29450 -0.6138
H -0.40472 -0.52077 -1.30545 0.2063
H 0.59572 1.01942 -1.46041 0.2019
H -0.95438 0.98411 -2.11992 0.2014
H 1.51804 0.04487 -3.30883 0.2079
H -0.06400 0.36647 -4.05833 0.2013
H 0.15714 -1.23016 -3.42467 0.2065
C 0.34683 0.38597 1.75344 -0.4050
C 0.61990 -1.00987 2.37024 -0.6080
C -1.13367 0.56150 1.51293 -0.6123
H 0.60690 1.12854 2.52133 0.1953
H 0.99113 0.59265 0.90810 0.2050
H -0.06462 -1.70406 1.88603 0.1997
H -1.55380 -0.27225 0.92305 0.1932
H -1.73022 0.45462 2.42148 0.2051
H 0.56474 -1.07320 3.45354 0.2077
H 1.65214 -1.29429 2.15312 0.2066
H -1.50087 1.43876 0.98085 0.2129
```

The total energy is -198.8684 a.u. Its net charge is 0. As for the SMILES: CCC.CC. As for the HOMO energy: -11.17 eV. The value obtained for the energy relative to the best compared isomer or geometry (same formula, charge and spin) is 0.566 eV. For the LUMO energy, the calculation gives 1.15 eV. The gap between HOMO and LUMO comes out at 12.315 eV. Its maximum force is 2.20 eV/Å.



The following is a DFT calculation (ωB97M-V with the def2-TZVPD basis set) of 2 unconnected molecules or ions with the total composition C9H14.

XYZ file:
```
23
Properties=species:S:1:pos:R:3:nbo_charge:R:1
C 2.42976 1.86132 3.00637 -0.6163
C 2.17683 3.09024 2.15433 -0.6149
H 1.55859 1.27969 3.29037 0.2060
H 3.11897 1.12398 2.59149 0.2026
H 2.84616 2.14880 3.97528 0.2038
H 3.04772 3.24418 1.51548 0.2053
H 2.06839 3.99580 2.74965 0.2055
H 1.26403 3.02096 1.56218 0.2085
C -2.64248 -0.37419 -2.46099 -0.6353
C 0.55183 -1.18363 0.40033 -0.2214
C -0.61918 -1.91738 0.33936 -0.2094
C 0.74314 -0.25360 -0.64713 -0.2000
C -1.60927 -1.74576 -0.58898 -0.2223
C -0.26129 -0.13332 -1.61828 -0.2221
C -1.51048 -0.76638 -1.57070 0.0013
H 1.25939 -1.27195 1.20923 0.2155
H -0.71826 -2.72959 1.05655 0.2072
H 1.61091 0.38982 -0.66068 0.2126
H -2.44952 -2.43313 -0.60528 0.2085
H -0.07085 0.66622 -2.32468 0.2029
H -3.27936 -1.24793 -2.61097 0.2158
H -2.30700 -0.18081 -3.48421 0.2197
H -3.18780 0.47761 -2.06633 0.2265
```

The total energy is -351.3118 a.u. Its net charge is 0. As for the SMILES: Cc1ccccc1.CC. As for the HOMO energy: -9.03 eV. The value obtained for the energy relative to the best compared isomer or geometry (same formula, charge and spin) is 0.501 eV. For the LUMO energy, the calculation gives 1.03 eV. The gap between HOMO and LUMO comes out at 10.066 eV. Its maximum force is 1.96 eV/Å.



Which of these has the highest maximum force? C3H4F2O



What is the net charge in the eighth record? 0



Which value of maximum force does entry 3 give? 0.93 eV/Å



What is the total energy in the second record? -6366.9718 a.u.